Record 1
C17H52O9 | ωB97M-V/def2-TZVPD

Results
energy relative to the best compared isomer or geometry (same formula, charge and spin) = 236.5 kJ/mol
lowest unoccupied orbital energy = 0.07 eV
SMILES = CCO.CCO.CCO.CCO.CCO.CCO.CCO.CCO.CO

Structure (ORCA input):
```
! wB97M-V def2-TZVPD RIJCOSX def2/J DEFGRID3
* xyz 0 1
C -2.810 -10.415 26.780
C -1.776 -9.658 27.600
O -0.606 -10.491 27.657
H -3.082 -11.332 27.295
H -2.452 -10.546 25.759
H -3.690 -9.785 26.603
H -2.137 -9.359 28.584
H -1.477 -8.781 27.014
H 0.178 -9.939 27.733
C 4.614 -12.004 33.271
C 5.155 -10.972 34.254
O 4.102 -10.347 34.964
H 4.078 -11.538 32.443
H 3.936 -12.731 33.731
H 5.370 -12.668 32.838
H 5.687 -10.162 33.760
H 5.842 -11.436 34.969
H 3.529 -10.926 35.468
C -0.578 -9.089 34.835
C -0.598 -7.598 35.210
O -1.908 -7.052 35.275
H -0.699 -9.812 35.645
H 0.407 -9.318 34.416
H -1.347 -9.290 34.088
H -0.099 -7.131 34.347
H -0.002 -7.398 36.099
H -2.202 -6.949 34.367
C 2.568 -5.623 27.052
C 1.065 -5.776 26.890
O 0.403 -5.786 28.141
H 3.049 -5.686 26.069
H 3.046 -6.395 27.657
H 2.805 -4.640 27.462
H 0.891 -6.723 26.357
H 0.652 -5.005 26.244
H 0.855 -6.427 28.700
C 0.901 -12.577 29.870
C 2.335 -12.854 29.407
O 2.948 -11.672 28.899
H 0.411 -12.071 29.037
H 0.991 -11.925 30.737
H 0.413 -13.502 30.156
H 2.404 -13.655 28.664
H 2.904 -13.229 30.267
H 3.880 -11.834 28.739
C 5.595 -8.463 29.063
C 6.621 -9.352 28.367
O 6.649 -10.676 28.922
H 5.704 -7.434 28.734
H 5.693 -8.556 30.144
H 4.649 -8.924 28.769
H 7.645 -8.975 28.424
H 6.373 -9.481 27.308
H 6.377 -11.346 28.299
C 4.333 -6.859 33.599
C 3.310 -6.436 34.680
O 3.579 -7.272 35.819
H 5.320 -6.669 34.017
H 4.206 -6.247 32.701
H 4.145 -7.913 33.414
H 2.321 -6.711 34.291
H 3.317 -5.401 35.009
H 3.392 -8.170 35.525
C 2.003 -10.073 25.304
C 2.894 -9.443 26.376
O 2.254 -9.278 27.638
H 1.505 -10.962 25.695
H 2.640 -10.399 24.477
H 1.263 -9.400 24.872
H 3.128 -8.418 26.076
H 3.769 -10.096 26.464
H 2.394 -10.104 28.151
C 2.051 -8.856 31.195
O 1.451 -8.032 30.224
H 1.930 -8.471 32.206
H 1.726 -9.900 31.224
H 3.134 -8.920 31.027
H 1.686 -8.441 29.381
*
```

Record 2
C17H53AlN15O8 | ωB97M-V/def2-TZVPD

Results
lowest unoccupied orbital energy = 1.53 eV

Structure (ORCA input):
```
! wB97M-V def2-TZVPD RIJCOSX def2/J DEFGRID3
* xyz -1 1
C -4.572 1.899 0.996
C -3.380 1.090 0.418
C -2.666 0.257 1.518
Al -0.859 0.951 2.194
C -0.598 2.982 2.090
C -1.857 3.836 1.883
C -1.587 5.351 2.096
N -2.087 6.203 0.998
C -0.599 0.309 4.123
C -1.151 1.312 5.162
C -2.676 1.348 5.148
C -3.337 2.698 5.531
O -2.490 3.837 5.484
H -4.447 1.960 2.076
H -4.506 2.929 0.643
H -5.530 1.465 0.727
H -2.701 1.744 -0.126
H -3.819 0.389 -0.296
H -2.444 -0.722 1.082
H -3.395 0.046 2.305
H 0.255 0.279 1.246
H -0.174 3.295 3.050
H 0.101 3.213 1.284
H -2.650 3.565 2.584
H -2.245 3.745 0.869
H -0.524 5.540 2.240
H -2.081 5.663 3.024
H -2.656 6.963 1.348
H -2.662 5.682 0.346
H 0.477 0.226 4.292
H -1.067 -0.675 4.222
H -0.819 0.991 6.154
H -0.693 2.272 4.941
H -3.085 1.024 4.194
H -3.013 0.615 5.882
H -4.159 2.867 4.824
H -3.797 2.665 6.517
H -2.003 3.816 4.645
C 1.996 1.133 -1.108
O 1.864 -0.073 -1.243
N 3.000 1.662 -0.356
N 1.142 2.032 -1.678
H 3.122 2.644 -0.205
H 3.597 1.011 0.122
H 0.371 1.668 -2.208
H 1.222 3.023 -1.559
C 1.403 -1.542 -5.035
O 0.759 -0.749 -5.710
N 1.729 -1.303 -3.733
N 1.857 -2.733 -5.530
H 2.248 -1.947 -3.165
H 1.419 -0.447 -3.311
H 1.636 -2.938 -6.486
H 2.393 -3.403 -4.994
C 2.371 -2.031 1.579
O 2.568 -0.835 1.684
N 2.720 -2.908 2.590
N 1.815 -2.626 0.490
H 2.558 -3.894 2.539
H 3.125 -2.515 3.418
H 1.527 -2.017 -0.258
H 1.699 -3.627 0.404
C 6.455 -0.792 -3.932
O 7.599 -0.819 -4.362
N 6.162 -0.420 -2.650
N 5.374 -1.130 -4.691
H 5.229 -0.391 -2.279
H 6.930 -0.164 -2.060
H 5.540 -1.407 -5.639
H 4.427 -1.110 -4.353
C 3.142 -6.314 -5.028
O 3.177 -5.117 -4.799
N 2.333 -6.849 -5.989
N 3.909 -7.205 -4.336
H 2.287 -7.828 -6.194
H 1.754 -6.215 -6.508
H 4.509 -6.834 -3.622
H 3.900 -8.193 -4.503
C -5.347 5.718 -0.858
O -4.414 4.951 -0.988
N -6.017 6.248 -1.930
N -5.798 6.108 0.372
H -6.788 6.881 -1.845
H -5.704 5.977 -2.843
H -5.323 5.730 1.172
H -6.565 6.738 0.510
C 1.346 -6.611 0.499
O 1.391 -5.467 0.083
N 2.140 -7.056 1.519
N 0.492 -7.537 -0.029
H 2.112 -7.992 1.876
H 2.781 -6.400 1.923
H -0.107 -7.232 -0.774
H 0.429 -8.483 0.295
*
```

Record 3
C17H53N3O8 | ωB97M-V/def2-TZVPD

Results
energy relative to the best compared isomer or geometry (same formula, charge and spin) = 236.9 kJ/mol
lowest unoccupied orbital energy = 0.34 eV
SMILES = COC[C@H](C)N.COC[C@H](C)N.COC[C@H](C)N.CO.CO.CO.CO.CO

Structure (ORCA input):
```
! wB97M-V def2-TZVPD RIJCOSX def2/J DEFGRID3
* xyz 0 1
C -7.309 0.788 2.880
O -7.196 1.993 2.172
C -6.257 2.901 2.729
C -6.567 4.346 2.223
C -6.366 4.640 0.756
N -5.663 5.251 2.898
H -7.837 0.896 3.828
H -6.368 0.261 3.042
H -8.011 0.187 2.303
H -6.223 2.799 3.813
H -5.221 2.777 2.415
H -7.582 4.587 2.540
H -6.937 5.551 0.578
H -6.820 3.867 0.136
H -5.321 4.652 0.446
H -5.708 5.089 3.894
H -4.714 4.968 2.699
C -2.588 -0.443 -5.227
O -2.523 -0.154 -6.586
C -1.313 0.429 -7.038
C -1.446 1.194 -8.398
C -1.940 0.380 -9.540
N -0.167 1.826 -8.773
H -3.560 -0.859 -4.964
H -2.566 0.410 -4.550
H -1.789 -1.120 -4.923
H -0.967 1.147 -6.294
H -0.600 -0.395 -7.065
H -2.190 1.963 -8.190
H -2.697 -0.340 -9.229
H -1.148 -0.258 -9.931
H -2.340 1.056 -10.297
H 0.453 1.030 -8.831
H -0.257 2.084 -9.745
C 9.522 -2.215 -3.945
O 8.953 -1.244 -3.033
C 8.270 -1.697 -1.918
C 6.869 -2.078 -2.295
C 6.098 -0.891 -2.795
N 6.155 -2.648 -1.216
H 8.785 -2.961 -4.242
H 10.382 -2.735 -3.524
H 9.842 -1.640 -4.814
H 8.798 -2.513 -1.423
H 8.311 -0.819 -1.273
H 6.976 -2.873 -3.033
H 5.047 -1.168 -2.882
H 6.374 -0.417 -3.737
H 6.170 -0.178 -1.973
H 6.685 -3.371 -0.749
H 5.349 -3.128 -1.590
C 0.429 -7.248 1.508
O 0.281 -6.641 0.250
H 0.278 -8.328 1.515
H 1.414 -6.990 1.897
H -0.378 -6.796 2.085
H -0.512 -6.892 -0.230
C 0.258 -0.567 3.122
O 1.386 0.033 2.581
H -0.328 -0.887 2.261
H 0.601 -1.482 3.605
H -0.368 0.164 3.633
H 1.757 -0.659 2.030
C 0.603 6.033 0.456
O 0.685 5.704 1.849
H 0.062 6.955 0.246
H 1.596 6.055 0.008
H 0.003 5.272 -0.042
H 0.945 4.780 1.863
C 3.738 -1.795 8.524
O 2.584 -2.315 9.171
H 3.499 -0.817 8.106
H 4.576 -1.716 9.216
H 4.059 -2.428 7.697
H 2.450 -1.854 10.002
C -3.677 -1.161 8.930
O -3.074 -2.363 8.369
H -3.730 -1.283 10.012
H -3.095 -0.281 8.657
H -4.712 -0.978 8.640
H -2.179 -2.438 8.708
*
```

Record 4
C17H58BrN20O11Pb | ωB97M-V/def2-TZVPD

Results
lowest unoccupied orbital energy = -2.32 eV

Structure (ORCA input):
```
! wB97M-V def2-TZVPD RIJCOSX def2/J DEFGRID3
* xyz 1 1
Pb -1.064 -0.483 1.323
Br 2.150 -0.414 1.713
C -0.632 2.642 3.361
O -1.088 1.607 2.929
N 0.492 2.695 4.056
N -1.234 3.774 3.215
H 0.716 3.680 4.080
H 1.242 2.054 4.270
H -0.888 4.605 3.674
H -2.030 3.953 2.620
C -1.832 1.488 -4.217
O -1.125 2.090 -5.004
N -2.230 0.190 -4.337
N -2.389 1.952 -3.166
H -2.956 -0.188 -3.745
H -1.927 -0.362 -5.127
H -3.111 1.395 -2.730
H -2.285 2.917 -2.886
C 1.914 -0.625 -3.209
O 0.814 -0.206 -3.587
N 2.851 -1.071 -4.008
N 2.246 -0.818 -1.985
H 2.655 -1.149 -4.996
H 3.755 -1.211 -3.580
H 1.741 -0.614 -1.135
H 3.231 -0.925 -1.788
C -5.061 -0.956 -1.909
O -4.195 -0.328 -2.524
N -5.977 -1.635 -2.365
N -5.282 -0.816 -0.645
H -6.748 -1.719 -1.718
H -5.967 -2.173 -3.219
H -6.245 -0.931 -0.362
H -4.560 -0.281 -0.185
C 5.251 -2.611 0.283
O 6.053 -3.245 -0.377
N 4.038 -2.999 0.478
N 5.568 -1.528 0.895
H 3.735 -3.886 0.102
H 3.357 -2.438 0.971
H 6.498 -1.135 0.929
H 4.782 -1.099 1.363
C -0.054 -1.238 4.736
O -0.601 -1.290 3.684
N 1.193 -1.446 4.846
N -0.612 -0.784 5.841
H 1.603 -1.170 5.727
H 1.702 -1.494 3.975
H -1.615 -0.883 5.778
H -0.061 -0.540 6.652
C 0.191 2.580 -0.642
O -0.218 1.622 -0.038
N 0.845 2.542 -1.796
N 0.101 3.817 -0.285
H 1.076 3.395 -2.285
H 0.947 1.684 -2.320
H 0.489 4.602 -0.789
H -0.537 3.941 0.488
C -3.784 1.750 0.787
O -3.197 0.743 0.861
N -3.810 2.638 1.734
N -4.607 2.111 -0.219
H -4.513 3.361 1.799
H -3.157 2.493 2.491
H -4.754 1.504 -1.012
H -5.099 2.993 -0.200
C -3.703 -2.884 2.314
O -3.025 -1.982 1.872
N -3.391 -3.741 3.292
N -4.898 -3.214 1.894
H -2.624 -3.449 3.881
H -4.044 -4.380 3.722
H -5.392 -3.988 2.314
H -5.362 -2.708 1.153
C 5.174 4.176 0.039
C 4.267 2.979 -0.286
C 4.990 1.657 -0.740
O 5.869 1.957 -1.853
C 5.138 1.994 -3.143
N 3.319 2.809 0.842
H 5.855 3.851 0.825
H 4.629 5.091 0.270
H 5.788 4.442 -0.821
H 3.601 3.264 -1.101
H 4.271 0.840 -0.681
H 5.733 1.343 -0.008
H 4.723 2.994 -3.274
H 4.304 1.293 -3.137
H 5.904 1.867 -3.907
H 2.457 3.318 0.706
H 2.989 1.874 1.036
C -1.112 -3.103 -2.806
C -1.372 -2.564 -1.321
C -0.318 -3.246 -0.399
O -0.581 -2.946 0.940
C -0.079 -4.020 1.835
N -1.248 -1.140 -1.315
H -0.149 -2.787 -3.208
H -1.820 -2.669 -3.512
H -1.023 -4.182 -2.931
H -2.361 -2.943 -1.062
H 0.704 -3.030 -0.708
H -0.474 -4.313 -0.555
H -0.586 -4.122 2.794
H 0.939 -3.741 2.108
H -0.220 -5.044 1.488
H -0.584 -0.816 -2.004
H -2.078 -0.863 -1.819
*
```

Record 5
C17H58F3O15Y | ωB97M-V/def2-TZVPD

Results
energy relative to the best compared isomer or geometry (same formula, charge and spin) = 638.9 kJ/mol
lowest unoccupied orbital energy = -9.49 eV

Structure (ORCA input):
```
! wB97M-V def2-TZVPD RIJCOSX def2/J DEFGRID3
* xyz 2 1
Y 16.900 -29.015 1.249
C 17.173 -31.434 -1.624
O 18.509 -31.435 -2.204
O 17.156 -30.438 -0.639
C 15.999 -31.436 -2.666
F 14.841 -31.348 -2.021
F 15.971 -30.501 -3.614
F 15.877 -32.630 -3.260
C 18.979 -32.658 -2.797
C 20.345 -32.363 -3.550
H 21.109 -32.135 -2.807
H 20.670 -33.229 -4.126
H 20.304 -31.502 -4.218
H 18.253 -32.981 -3.543
H 19.130 -33.466 -2.080
H 17.218 -32.398 -1.117
C 20.357 -35.183 -6.888
O 21.373 -35.515 -5.904
H 19.900 -34.223 -6.649
H 20.828 -35.127 -7.869
H 19.595 -35.962 -6.859
H 20.892 -35.827 -5.134
C 16.604 -35.311 -4.753
O 17.199 -36.412 -4.134
H 17.288 -34.522 -5.067
H 16.088 -35.699 -5.631
H 15.823 -34.911 -4.107
H 16.517 -37.037 -3.879
C 14.784 -28.189 -1.252
O 15.451 -27.645 -0.093
H 13.988 -27.513 -1.564
H 15.436 -28.305 -2.118
H 14.319 -29.140 -0.997
H 15.082 -26.785 0.121
C 23.745 -30.631 -1.609
O 22.700 -29.677 -1.621
H 23.439 -31.621 -1.946
H 24.655 -30.360 -2.144
H 24.029 -30.792 -0.569
H 21.926 -30.078 -1.220
C 21.591 -29.326 -5.546
O 20.942 -28.074 -5.828
H 21.715 -29.431 -4.468
H 21.064 -30.196 -5.938
H 22.612 -29.208 -5.907
H 20.949 -27.997 -6.785
C 23.774 -32.333 -5.694
O 24.053 -31.640 -6.872
H 23.491 -33.335 -6.017
H 24.595 -32.386 -4.979
H 22.947 -31.810 -5.214
H 23.236 -31.793 -7.352
C 11.962 -29.443 -2.992
O 10.935 -29.457 -3.989
H 11.559 -29.651 -2.000
H 12.742 -30.172 -3.213
H 12.536 -28.517 -2.996
H 10.368 -28.696 -3.845
C 18.071 -30.850 -6.671
O 18.979 -31.824 -7.309
H 17.326 -30.432 -7.347
H 17.505 -31.360 -5.891
H 18.675 -30.046 -6.249
H 18.493 -32.287 -7.995
C 19.372 -28.315 -2.697
O 20.008 -27.232 -3.376
H 20.077 -29.138 -2.577
H 18.932 -28.115 -1.720
H 18.610 -28.704 -3.372
H 20.237 -27.518 -4.263
C 19.803 -29.846 2.828
O 19.041 -29.813 1.600
H 19.882 -30.904 3.078
H 20.794 -29.434 2.638
H 19.261 -29.363 3.641
H 19.659 -30.213 0.983
C 21.085 -32.289 0.036
O 20.431 -31.083 -0.314
H 22.159 -32.236 0.214
H 20.592 -32.726 0.904
H 21.087 -32.919 -0.853
H 19.671 -31.174 -0.894
C 16.354 -35.423 -0.669
O 16.536 -35.096 0.661
H 15.561 -34.834 -1.129
H 17.238 -35.234 -1.277
H 16.216 -36.501 -0.753
H 16.011 -35.708 1.183
C 18.729 -33.717 2.753
O 18.069 -33.155 1.641
H 19.127 -34.671 2.406
H 19.483 -32.998 3.074
H 18.056 -33.932 3.583
H 17.469 -33.787 1.237
*
```

Q: Among the records above, which one has the lowest lowest unoccupied orbital energy?
A: C17H58F3O15Y

Q: Which of these has the lowest lowest unoccupied orbital energy?
A: C17H58F3O15Y

Q: The highest lowest unoccupied orbital energy belongs to which entry?
A: C17H53AlN15O8